Entry 1:
Molecular formula: C27H26ClN3O4S
Method: DFT, the ωB97M-V functional and the def2-TZVPD basis

CARTESIAN COORDINATES (ANGSTROEM)
O (0.951, -0.228, 2.380)
C (0.401, 0.314, 1.445)
N (0.455, 1.639, 1.199)
C (1.204, 2.562, 2.018)
C (0.315, 3.704, 2.516)
N (1.015, 4.525, 3.471)
C (0.169, 5.444, 4.209)
C (1.181, 6.360, 4.880)
C (2.208, 6.581, 3.767)
C (2.123, 5.300, 2.922)
C (-0.376, -0.454, 0.414)
C (-1.619, -0.036, -0.054)
C (-2.272, -0.797, -1.007)
C (-1.662, -1.916, -1.539)
C (-0.417, -2.346, -1.091)
C (0.198, -1.616, -0.076)
N (0.289, -3.387, -1.708)
C (1.642, -3.038, -2.162)
C (1.643, -1.635, -2.700)
C (0.925, -1.342, -3.854)
C (0.823, -0.036, -4.298)
C (1.420, 0.997, -3.594)
C (2.137, 0.696, -2.449)
Cl (2.857, 1.973, -1.529)
C (2.265, -0.608, -2.003)
C (-0.159, -4.648, -1.984)
O (0.546, -5.462, -2.543)
C (-1.503, -5.044, -1.463)
C (-1.595, -6.192, -0.680)
C (-2.831, -6.644, -0.250)
C (-3.991, -5.975, -0.611)
C (-3.911, -4.844, -1.406)
C (-2.674, -4.399, -1.827)
S (-2.519, -2.893, -2.773)
O (-1.660, -3.105, -3.905)
O (-3.815, -2.319, -3.006)
H (0.040, 2.002, 0.355)
H (2.046, 2.962, 1.444)
H (1.590, 1.999, 2.870)
H (-0.556, 3.274, 3.020)
H (-0.047, 4.292, 1.647)
H (-0.448, 4.891, 4.920)
H (-0.496, 6.025, 3.544)
H (0.740, 7.288, 5.238)
H (1.641, 5.837, 5.718)
H (3.208, 6.747, 4.160)
H (1.930, 7.449, 3.167)
H (3.039, 4.707, 2.994)
H (1.958, 5.546, 1.861)
H (-2.081, 0.856, 0.340)
H (-3.246, -0.527, -1.385)
H (1.138, -1.941, 0.340)
H (2.355, -3.148, -1.339)
H (1.893, -3.765, -2.940)
H (0.419, -2.135, -4.383)
H (0.262, 0.184, -5.193)
H (1.330, 2.020, -3.925)
H (2.840, -0.811, -1.112)
H (-0.692, -6.721, -0.418)
H (-2.889, -7.530, 0.364)
H (-4.952, -6.337, -0.280)
H (-4.786, -4.298, -1.720)

For the energy relative to the best compared isomer or geometry (same formula, charge and spin), the calculation gives 3.7 kcal/mol. The total energy is -2368.11257 a.u. As for the SMILES: O=C(NCCN1CCCC1)c1ccc2c(c1)N(Cc1cccc(Cl)c1)C(=O)c1ccccc1S2(=O)=O. As for the HOMO-LUMO gap: 8.4757 eV. As for the LUMO energy: -0.19 eV.

Atomic partial charges in e from the Mulliken method, atoms 1 to 6:
1. O -0.67
2. C 0.11
3. N 0.07
4. C -0.93
5. C -0.61
6. N 0.08

Entry 2:
Molecular formula: C27H26GeN6O4PdS
Method: DFT, the ωB97M-V functional and the def2-TZVPD basis

CARTESIAN COORDINATES (ANGSTROEM)
Pd (-1.114, 0.200, 0.147)
C (-6.034, -0.563, 2.461)
C (-5.523, 0.359, 1.427)
N (-6.116, 1.402, 0.954)
N (-5.252, 1.947, 0.068)
C (-4.110, 1.255, -0.036)
S (-2.800, 1.579, -1.037)
N (-4.282, 0.214, 0.832)
N (-3.321, -0.748, 1.095)
H (-7.056, -0.286, 2.701)
H (-5.431, -0.484, 3.368)
H (-6.020, -1.597, 2.117)
H (-5.484, 2.800, -0.417)
H (-2.891, -0.578, 2.008)
H (-3.716, -1.683, 1.060)
C (-0.025, -3.803, 0.190)
C (0.228, -2.817, 1.267)
N (-0.302, -1.611, 1.352)
C (0.215, -1.021, 2.485)
C (1.054, -1.914, 3.104)
N (1.036, -3.034, 2.317)
C (1.939, -1.909, 4.306)
O (2.017, -0.798, 4.987)
O (2.545, -2.920, 4.561)
C (-0.199, 0.358, 2.906)
O (0.357, 0.877, 3.871)
O (-1.143, 0.882, 2.226)
H (-0.653, -3.349, -0.572)
H (-0.517, -4.689, 0.591)
H (0.918, -4.123, -0.253)
H (1.573, -3.862, 2.535)
H (1.409, -0.076, 4.644)
C (-0.772, 0.605, -5.566)
C (-0.748, -0.566, -4.822)
C (-0.221, -0.555, -3.543)
C (0.309, 0.620, -3.011)
C (0.272, 1.793, -3.754)
C (-0.257, 1.779, -5.035)
Ge (0.891, 0.607, -1.119)
C (2.407, -0.662, -0.890)
C (2.923, -0.823, 0.394)
C (3.884, -1.789, 0.642)
C (4.333, -2.597, -0.393)
C (3.838, -2.422, -1.677)
C (2.875, -1.455, -1.930)
C (1.562, 2.395, -0.538)
C (0.835, 3.053, 0.450)
C (1.253, 4.294, 0.906)
C (2.394, 4.872, 0.373)
C (3.110, 4.223, -0.621)
C (2.703, 2.977, -1.073)
H (-1.204, 0.606, -6.557)
H (-1.152, -1.481, -5.232)
H (-0.211, -1.463, -2.949)
H (0.657, 2.714, -3.335)
H (-0.278, 2.691, -5.615)
H (2.581, -0.181, 1.198)
H (4.287, -1.908, 1.639)
H (5.083, -3.353, -0.201)
H (4.202, -3.037, -2.488)
H (2.503, -1.312, -2.936)
H (-0.058, 2.598, 0.871)
H (0.696, 4.798, 1.683)
H (2.732, 5.829, 0.743)
H (3.996, 4.679, -1.038)
H (3.272, 2.464, -1.840)

Its net charge is +1. For the energy relative to the best compared isomer or geometry (same formula, charge and spin), the calculation gives 53.8 kcal/mol. The total energy is -4276.79760 a.u. As for the HOMO-LUMO gap (alpha / beta): 6.7553 / 6.4265 eV. As for the LUMO energy (alpha / beta): -4.94 / -5.27 eV. Its spin multiplicity is 2.

Atomic partial charges in e from the Mulliken method, atoms 1 to 6:
1. Pd -0.02
2. C -1.23
3. C 0.86
4. N -0.72
5. N 0.25
6. C 0.40

- Look up the total energy of the first one.
  -2368.11257 a.u.

- Number 2 is which compound?
  C27H26GeN6O4PdS

- What is the energy relative to the best compared isomer or geometry (same formula, charge and spin) in the second record?
  53.8 kcal/mol

- Which value of energy relative to the best compared isomer or geometry (same formula, charge and spin) does entry 2 give?
  53.8 kcal/mol